## 1
An isolated molecule of C3H6O. Source: the OMol25 dataset; level of theory: wB97M-V/def2-TZVPD.

The SMILES is C=CCO. The calculation puts the HOMO-LUMO gap at 0.38239 hartree. The HOMO energy is -9.506 eV.

Last column: Mulliken charge in e.
Geometry (Å):
C (-1.399, -0.687, 0.008)  -0.7034
C (-0.711, 0.473, -0.034)  -0.1612
C (0.786, 0.479, 0.049)  -0.2279
O (1.273, -0.828, -0.115)  -0.4957
H (-2.434, -0.601, -0.120)  0.2975
H (-0.908, -1.672, 0.234)  0.2257
H (-1.173, 1.475, -0.292)  0.2615
H (1.178, 0.944, 1.029)  0.2553
H (1.140, 1.077, -0.803)  0.2434
H (2.248, -0.661, 0.044)  0.3048

## 2
A cluster of 2 separate species, C3H6O in total. Source: the OMol25 dataset; level of theory: wB97M-V/def2-TZVPD.

The calculation puts the HOMO-LUMO gap at 0.32696 hartree. The HOMO energy is -9.670 eV.

Last column: Mulliken charge in e.
Geometry (Å):
C (-0.911, -0.055, 0.198)  -0.1956
C (0.429, -0.679, 0.244)  -0.1986
C (1.460, -0.311, -0.441)  -0.6993
H (-1.648, 1.983, -0.028)  0.3229
H (-1.022, 0.499, 1.122)  0.2264
H (-1.786, -0.677, 0.074)  0.2863
H (0.619, -1.438, 0.983)  0.2842
H (2.486, -0.589, -0.084)  0.2110
H (1.397, 0.394, -1.202)  0.3069
O (-1.023, 0.873, -0.866)  -0.5441

## 3
An isolated molecule of C3H6O. Source: the OMol25 dataset; level of theory: wB97M-V/def2-TZVPD.

The calculation puts the HOMO-LUMO gap at 0.33282 hartree. The HOMO energy is -8.297 eV.

Last column: Mulliken charge in e.
Geometry (Å):
C (0.221, -0.631, 1.534)  -0.7853
C (0.064, 0.588, 0.669)  -0.1371
C (-0.240, 0.602, -1.560)  -0.5547
O (-0.795, 0.264, -0.297)  -0.1581
H (-0.205, -0.498, 2.535)  0.2627
H (1.311, -0.706, 1.663)  0.2908
H (-0.142, -1.555, 1.060)  0.2720
H (0.661, 1.204, -1.407)  0.3506
H (-0.938, 1.096, -2.239)  0.2211
H (0.063, -0.364, -1.959)  0.2381

## 4
An isolated molecule of C3H6O. Source: the OMol25 dataset; level of theory: wB97M-V/def2-TZVPD.

The SMILES is C=CCO. The calculation puts the HOMO-LUMO gap at 0.36195 hartree. The HOMO energy is -9.205 eV.

Last column: Mulliken charge in e.
Geometry (Å):
C (1.642, -0.502, 0.036)  -0.6803
C (0.716, 0.542, -0.045)  -0.1132
C (-0.723, 0.578, 0.133)  -0.1069
O (-1.347, -0.695, -0.040)  -0.5309
H (2.764, -0.295, -0.090)  0.2140
H (1.393, -1.547, 0.107)  0.2949
H (0.974, 1.622, -0.453)  0.1627
H (-0.811, 1.551, -0.641)  0.1682
H (-0.971, 1.071, 1.110)  0.2602
H (-2.381, -0.551, -0.453)  0.3313

Which is the most stable structure? 1 is the most stable.

## 1
A cluster of 2 separate species, C3H6O in total. Source: the OMol25 dataset; level of theory: wB97M-V/def2-TZVPD.

The calculation puts the HOMO-LUMO gap at 0.25660 hartree. The HOMO energy is -9.105 eV.

Last column: Mulliken charge in e.
Geometry (Å):
C (-1.466, 0.978, -0.367)  -0.8538
C (-0.512, 0.116, 0.478)  0.0711
C (0.618, -0.381, -0.127)  -0.3725
O (1.541, -1.114, 0.235)  -0.5656
H (-2.571, 0.993, -0.145)  0.3111
H (-1.370, 2.079, -0.267)  0.2975
H (-1.138, 0.580, -1.390)  0.2692
H (-0.753, -0.269, 1.453)  0.3433
H (0.559, -0.276, -1.214)  0.3407
H (1.109, 1.526, -0.215)  0.1591

## 2
A structure of composition C3H6O. Source: the OMol25 dataset; level of theory: wB97M-V/def2-TZVPD.

The calculation puts the HOMO-LUMO gap at 0.37596 hartree. The HOMO energy is -9.287 eV.

Last column: Mulliken charge in e.
Geometry (Å):
C (0.649, -0.641, -0.685)  -1.1742
C (0.553, 0.571, 0.173)  -0.2047
C (-0.638, 0.698, 0.817)  -0.2428
O (-1.740, -0.223, 0.644)  -0.4806
H (1.633, -0.969, -1.034)  0.3679
H (0.195, -1.496, -0.203)  0.3419
H (0.184, -0.576, -1.676)  0.3656
H (1.483, 0.911, 0.618)  0.3112
H (-0.931, 1.434, 1.558)  0.4003
H (-1.387, 0.290, -0.211)  0.3154

## 3
An isolated molecule of C3H6O. Source: the OMol25 dataset; level of theory: wB97M-V/def2-TZVPD.

The calculation puts the HOMO-LUMO gap at 0.34216 hartree. The HOMO energy is -8.421 eV.

Last column: Mulliken charge in e.
Geometry (Å):
C (0.470, -1.270, -1.037)  -0.5561
C (0.603, 0.351, 0.553)  -0.2287
O (-0.025, -0.757, 0.194)  -0.1145
C (-0.494, 1.246, 1.039)  -0.7225
H (-0.092, -2.180, -1.237)  0.2207
H (0.212, -0.513, -1.781)  0.2902
H (1.552, -1.417, -1.030)  0.3002
H (-0.422, 2.084, 0.323)  0.2719
H (-1.488, 0.788, 0.947)  0.2535
H (-0.317, 1.668, 2.028)  0.2854

Which is the most stable structure? 2 is the most stable.

## 1
A cluster of 2 separate species, C4H12N2O2 in total. Source: the OMol25 dataset; level of theory: wB97M-V/def2-TZVPD.

The SMILES is CCCNC(N)=O.O. The calculation puts the HOMO-LUMO gap at 0.38587 hartree. The HOMO energy is -9.858 eV.

Last column: Mulliken charge in e.
Geometry (Å):
C (-1.691, -1.714, -1.651)  -1.2693
C (-1.213, -0.398, -1.037)  -0.1041
C (-0.758, -0.571, 0.405)  -0.8151
N (0.142, 0.488, 0.838)  -0.0301
C (1.430, 0.428, 1.280)  0.5771
N (2.056, -0.793, 1.266)  -0.4442
O (2.002, 1.440, 1.670)  -0.7255
H (-1.839, -1.617, -2.739)  0.3473
H (-0.925, -2.479, -1.548)  0.3572
H (-2.622, -2.108, -1.257)  0.3187
H (-2.050, 0.299, -1.107)  0.2647
H (-0.400, 0.006, -1.623)  0.2762
H (-1.610, -0.643, 1.090)  0.2545
H (-0.251, -1.529, 0.464)  0.2950
H (-0.286, 1.395, 0.979)  0.2728
H (1.578, -1.545, 0.795)  0.1731
H (3.043, -0.829, 1.078)  0.2615
O (0.907, 3.705, 0.461)  -0.6741
H (1.162, 3.408, -0.421)  0.2965
H (1.323, 3.058, 1.058)  0.3678

## 2
A cluster of 2 separate species, C4H12N2O2 in total. Source: the OMol25 dataset; level of theory: wB97M-V/def2-TZVPD.

The SMILES is CC[C@@](C)(N)O.N=O. The calculation puts the HOMO-LUMO gap at 0.29595 hartree. The HOMO energy is -8.964 eV.

Last column: Mulliken charge in e.
Geometry (Å):
C (-0.226, -1.576, -0.913)  -0.9290
C (-0.770, -0.357, -0.220)  -0.7651
C (0.369, 0.875, -0.101)  0.9484
C (0.343, 1.674, -1.399)  -1.5499
N (0.087, 1.736, 1.012)  -0.7062
O (1.626, 0.316, 0.029)  -0.5663
H (-1.014, -2.192, -1.346)  0.3549
H (0.328, -2.189, -0.179)  0.2522
H (0.498, -1.310, -1.679)  0.2807
H (-1.625, 0.094, -0.722)  0.4293
H (-1.122, -0.624, 0.804)  0.3123
H (0.557, 1.020, -2.239)  0.3233
H (1.110, 2.443, -1.343)  0.4200
H (-0.624, 2.147, -1.544)  0.3820
H (-0.790, 2.226, 0.900)  0.2186
H (0.076, 1.214, 1.883)  0.3097
H (1.656, -0.253, 0.821)  0.3941
N (-0.167, -1.320, 2.168)  -0.0789
O (0.725, -2.046, 1.701)  -0.2969
H (-1.036, -1.881, 2.366)  0.2669

## 3
A cluster of 3 separate species, C4H12N2O2 in total. Source: the OMol25 dataset; level of theory: wB97M-V/def2-TZVPD.

The calculation puts the HOMO-LUMO gap at 0.18855 hartree. The HOMO energy is -8.191 eV.

Last column: Mulliken charge in e.
Geometry (Å):
C (1.339, -0.476, 0.968)  0.0567
C (1.417, 0.805, 1.580)  -0.1526
C (1.055, 2.093, 1.344)  -0.7459
O (-1.569, 1.753, 0.357)  -0.7373
N (0.514, -1.107, 0.108)  -0.1313
C (0.919, -1.110, -1.325)  -0.2712
N (-0.261, -1.377, -2.078)  -0.6205
H (-2.014, 0.885, 0.146)  0.4264
H (2.153, -1.045, 1.454)  0.2986
H (2.193, 0.838, 2.355)  0.2160
H (0.392, 2.265, 0.493)  0.4753
H (1.460, 2.952, 1.864)  0.2903
H (-0.514, -0.977, 0.177)  0.4052
H (1.362, -0.115, -1.520)  0.2775
H (1.695, -1.867, -1.529)  0.2710
H (-1.078, -1.089, -1.484)  0.3788
H (-0.293, -0.795, -2.909)  0.2485
H (-3.185, -1.079, -0.418)  0.1264
H (-0.999, 1.433, 1.062)  0.2495
O (-2.291, -0.716, -0.454)  -1.0613

## 4
A cluster of 2 separate species, C4H12N2O2 in total. Source: the OMol25 dataset; level of theory: wB97M-V/def2-TZVPD.

The SMILES is CN(C=O)CCN.O. The calculation puts the HOMO-LUMO gap at 0.37286 hartree. The HOMO energy is -9.370 eV.

Last column: Mulliken charge in e.
Geometry (Å):
C (0.438, -0.622, 1.620)  -0.8919
N (0.128, -1.087, 0.294)  0.2413
C (1.097, -1.066, -0.700)  0.0192
O (2.254, -0.738, -0.488)  -0.6172
C (-1.263, -1.070, -0.154)  -0.8559
C (-1.778, 0.353, -0.396)  -0.4667
N (-0.865, 1.074, -1.250)  -0.3936
H (0.840, 0.401, 1.652)  0.3529
H (1.248, -1.192, 2.095)  0.3279
H (-0.476, -0.630, 2.217)  0.3226
H (0.690, -1.371, -1.676)  0.3373
H (-1.259, -1.559, -1.138)  0.2770
H (-1.830, -1.506, 0.684)  0.3492
H (-2.879, 0.435, -0.517)  0.3620
H (-1.926, 0.988, 0.525)  0.3179
H (-0.989, 0.708, -2.192)  0.1805
H (-0.853, 2.081, -1.234)  0.1985
O (2.284, 1.932, 0.136)  -0.6718
H (2.013, 1.004, -0.082)  0.3091
H (3.126, 1.865, 0.604)  0.3017

Which is the most stable structure? 1 is the most stable.

## 1
A cluster of 3 separate species, C4H12N2O2 in total. Source: the OMol25 dataset; level of theory: wB97M-V/def2-TZVPD.

The calculation puts the HOMO-LUMO gap at 0.30561 hartree. The HOMO energy is -7.458 eV.

Last column: Mulliken charge in e.
Geometry (Å):
C (1.489, 0.055, -0.038)  -0.7624
C (0.159, 1.211, 1.861)  -0.5074
C (-1.179, 0.960, 1.856)  -0.8150
O (1.498, -1.340, 0.219)  -0.5176
H (0.682, -1.562, 0.685)  0.3655
H (2.051, 0.615, 0.715)  0.4008
H (2.141, 0.231, -0.900)  0.3020
H (0.556, 2.148, 1.495)  0.2757
H (0.830, 0.581, 2.425)  0.3529
H (-1.385, 0.194, 0.272)  0.3360
H (-1.881, 1.707, 1.507)  0.4028
H (-1.588, 0.136, 2.426)  0.3129
N (0.267, -0.623, -2.401)  -0.5303
C (-0.144, 0.154, -1.333)  -0.1461
O (-1.358, -1.673, -0.561)  -0.4466
N (-1.307, -0.249, -0.712)  -0.2927
H (-2.179, -1.912, -1.011)  0.3295
H (1.090, -0.265, -2.865)  0.2855
H (0.404, -1.593, -2.136)  0.3016
H (-0.145, 1.226, -1.504)  0.3530

## 2
A cluster of 3 separate species, C4H12N2O2 in total. Source: the OMol25 dataset; level of theory: wB97M-V/def2-TZVPD.

The calculation puts the HOMO-LUMO gap at 0.13289 hartree. The HOMO energy is -7.468 eV.

Last column: Mulliken charge in e.
Geometry (Å):
C (1.788, 0.465, 0.910)  0.0228
C (2.783, -0.127, 0.160)  -0.1412
C (2.912, -1.126, -0.763)  -0.5332
O (-2.677, 0.562, -2.239)  -0.6898
N (0.326, 0.337, 0.400)  -0.1628
C (-0.310, -0.810, 0.978)  -0.6685
N (-1.729, -1.031, 0.583)  -0.6103
H (-3.050, 1.195, -2.901)  0.2784
H (2.111, 1.003, 1.773)  0.3919
H (3.801, 0.252, 0.369)  0.2295
H (2.124, -1.431, -1.358)  0.3654
H (3.913, -1.503, -0.993)  0.2470
H (-0.252, 1.104, 0.786)  0.3024
H (0.220, -1.728, 0.632)  0.3684
H (-0.221, -0.682, 2.026)  0.3936
H (-2.265, -0.216, 0.686)  0.3698
H (-1.816, -1.304, -0.405)  0.2772
H (-2.787, 2.346, 0.571)  0.1135
H (-2.408, 1.100, -1.412)  0.3951
O (-2.463, 1.592, 0.197)  -0.9492

## 3
A cluster of 2 separate species, C4H12N2O2 in total. Source: the OMol25 dataset; level of theory: wB97M-V/def2-TZVPD.

The SMILES is C[C@@H](N)CNC=O.O. The calculation puts the HOMO-LUMO gap at 0.36401 hartree. The HOMO energy is -9.230 eV.

Last column: Mulliken charge in e.
Geometry (Å):
C (-0.439, -1.292, -0.201)  -1.4215
C (-0.165, -0.048, -1.067)  0.5629
N (-1.301, 0.036, -2.027)  -0.7265
C (-0.134, 1.274, -0.173)  -0.6298
N (1.130, 1.534, 0.653)  -0.1332
C (2.370, 0.931, 0.526)  -0.0643
O (2.633, 0.166, -0.364)  -0.5190
H (-1.415, -1.300, 0.191)  0.2602
H (-0.334, -2.128, -0.880)  0.3636
H (0.290, -1.402, 0.596)  0.4333
H (0.938, -0.332, -1.492)  0.3013
H (-1.285, -0.765, -2.599)  0.2341
H (-1.260, 0.817, -2.693)  0.2324
H (-0.343, 2.149, -0.893)  0.2446
H (-0.970, 1.266, 0.552)  0.2902
H (0.939, 2.324, 1.170)  0.1884
H (3.153, 1.154, 1.233)  0.4470
O (-2.940, -2.046, 2.321)  -0.6895
H (-3.316, -1.259, 2.790)  0.2951
H (-2.533, -1.667, 1.480)  0.3307

Which is the most stable structure? 3 is the most stable.

## 1
A cluster of 2 separate species, C4H12N2O2 in total. Source: the OMol25 dataset; level of theory: wB97M-V/def2-TZVPD.

The SMILES is CNC(=O)[C@@H](C)N.O. The calculation puts the HOMO-LUMO gap at 0.36955 hartree. The HOMO energy is -9.232 eV.

Last column: Mulliken charge in e.
Geometry (Å):
C (-1.152, 1.768, -1.721)  -0.8444
N (-1.250, 1.473, -0.303)  -0.1035
C (-0.406, 0.694, 0.380)  0.3997
O (-0.542, 0.510, 1.589)  -0.7881
C (0.673, -0.081, -0.365)  0.1461
C (1.896, -0.397, 0.533)  -1.4976
N (-0.042, -1.267, -0.878)  -0.5505
H (-0.844, 0.871, -2.266)  0.2908
H (-2.122, 2.039, -2.086)  0.3369
H (-0.389, 2.511, -1.918)  0.2797
H (-1.956, 1.911, 0.266)  0.2863
H (1.101, 0.414, -1.233)  0.4992
H (1.828, 0.132, 1.464)  0.3491
H (2.799, -0.115, -0.008)  0.3286
H (1.932, -1.448, 0.792)  0.3631
H (0.376, -1.677, -1.692)  0.2194
H (-0.257, -1.888, -0.114)  0.2665
O (-0.257, -2.093, 2.445)  -0.6611
H (-1.099, -2.221, 2.908)  0.2999
H (-0.289, -1.136, 2.207)  0.3797

## 2
A cluster of 2 separate species, C4H12N2O2 in total. Source: the OMol25 dataset; level of theory: wB97M-V/def2-TZVPD.

The SMILES is NCC[C@@H](N)C=O.O. The calculation puts the HOMO-LUMO gap at 0.37532 hartree. The HOMO energy is -9.523 eV.

Last column: Mulliken charge in e.
Geometry (Å):
N (1.679, -0.536, -1.708)  -0.6404
C (0.919, 0.672, -1.278)  -0.3703
C (-0.579, 0.194, -1.266)  -1.1563
C (-0.967, -0.327, 0.150)  0.5116
N (-0.600, 0.578, 1.360)  -0.6370
C (-2.474, -0.279, 0.251)  -0.5104
O (-3.347, -1.033, 0.593)  -0.4766
H (1.377, -1.332, -1.134)  0.1977
H (2.731, -0.414, -1.621)  0.2448
H (1.055, 1.333, -2.198)  0.2711
H (1.331, 1.067, -0.427)  0.4085
H (-0.783, -0.493, -2.020)  0.5088
H (-1.236, 1.010, -1.537)  0.4526
H (-0.530, -1.239, 0.340)  0.3655
H (-1.385, 0.444, 2.080)  0.2738
H (-0.543, 1.491, 1.035)  0.2477
H (-2.756, 0.782, 0.157)  0.3363
O (2.339, -0.919, 2.322)  -0.6614
H (1.460, -0.723, 1.916)  0.3319
H (2.308, -0.274, 2.985)  0.3021

Which is the most stable structure? 1 is the most stable.

## 1
A cluster of 2 separate species, C4H12N2O2 in total. Source: the OMol25 dataset; level of theory: wB97M-V/def2-TZVPD.

The SMILES is [H]/N=C\C.CNC(O)O. The calculation puts the HOMO-LUMO gap at 0.38121 hartree. The HOMO energy is -9.391 eV.

Last column: Mulliken charge in e.
Geometry (Å):
H (2.165, 1.386, -0.903)  0.1905
N (1.501, 0.796, -0.396)  -0.5310
C (2.031, -0.217, 0.140)  0.1914
C (3.470, -0.621, 0.113)  -1.0527
H (1.359, -0.876, 0.690)  0.3380
H (3.563, -1.616, -0.328)  0.2704
H (4.080, 0.082, -0.456)  0.3189
H (3.853, -0.686, 1.133)  0.2701
C (-2.299, 1.460, -0.496)  -0.9292
N (-1.446, 0.595, 0.314)  -0.3983
C (-1.449, -0.852, -0.051)  0.0078
O (-0.868, -1.355, 1.095)  -0.6206
O (-2.747, -1.318, -0.255)  -0.5072
H (-3.332, 1.118, -0.425)  0.2997
H (-2.012, 1.453, -1.553)  0.3170
H (-2.214, 2.481, -0.128)  0.3242
H (-0.478, 0.923, 0.244)  0.3158
H (-0.866, -1.093, -0.950)  0.3324
H (-1.102, -0.412, 1.619)  0.5343
H (-3.211, -1.249, 0.593)  0.3284

## 2
An isolated molecule of C4H12N2O2. Source: the OMol25 dataset; level of theory: wB97M-V/def2-TZVPD.

The SMILES is CCN[C@@H](C)N(O)O. The calculation puts the HOMO-LUMO gap at 0.34663 hartree. The HOMO energy is -8.638 eV.

Last column: Mulliken charge in e.
Geometry (Å):
C (-0.202, 2.094, 0.117)  -1.1374
C (-0.802, 1.049, -0.809)  -0.1212
N (0.095, 0.000, -1.278)  -0.3817
C (0.668, -0.961, -0.333)  0.2752
C (1.763, -0.410, 0.581)  -1.5923
N (-0.326, -1.772, 0.403)  -0.0342
O (-1.328, -2.216, -0.548)  -0.4315
O (-0.990, -0.946, 1.389)  -0.4630
H (-0.871, 2.959, 0.179)  0.4049
H (0.766, 2.449, -0.251)  0.2780
H (-0.082, 1.715, 1.134)  0.1757
H (-1.137, 1.583, -1.707)  0.4582
H (-1.716, 0.636, -0.371)  0.1919
H (-0.419, -0.568, -1.952)  0.2911
H (1.196, -1.682, -0.972)  0.3348
H (1.381, 0.212, 1.393)  0.2795
H (2.315, -1.235, 1.046)  0.4174
H (2.488, 0.180, 0.008)  0.3485
H (-2.093, -1.697, -0.241)  0.3404
H (-0.707, -1.390, 2.211)  0.3655

Which is the most stable structure? 1 is the most stable.